1.
The following is a quantum chemistry calculation of C5H7NO as an isolated structure, from the OMol25 dataset.

Calculated values
Electronic energy in hartree: -324.6219
HOMO level in eV: -9.552
Energy above the lowest of the compared OMol25 structures with the same formula, charge and spin in kcal/mol: 64.3
Gap between HOMO and LUMO in hartree: 0.389

```
! wB97M-V def2-TZVPD RIJCOSX def2/J DEFGRID3
* xyz 0 1
C 2.30810 -0.11192 0.66737
N 1.29978 0.95265 0.54834
C 0.30515 0.56726 -0.10744
O 0.20658 -0.67679 -0.72910
C -1.16084 -0.43570 -1.02303
C -1.91256 -0.23366 0.24093
C -1.13809 0.92134 -0.39292
H 3.26680 0.22580 0.27158
H 2.40870 -0.34973 1.73012
H 2.03836 -1.04191 0.15219
H -1.50798 -0.81216 -1.97301
H -1.52379 -0.65443 1.16651
H -2.99403 -0.20202 0.15914
H -1.59618 1.85127 -0.71067
*
```

Atom charges from the Mulliken analysis, given in e for atoms 1 to 5: -0.734, -0.554, 0.809, -0.437, -0.013

=====

2.
The following is a quantum chemistry calculation of an isolated molecule of C5H7NO, from the OMol25 dataset.

Calculated values
Electronic energy in hartree: -324.5941
SMILES string: OCC#C[C@H]1CN1
HOMO level in eV: -9.337
Energy above the lowest of the compared OMol25 structures with the same formula, charge and spin in kcal/mol: 81.8
Gap between HOMO and LUMO in hartree: 0.372

```
! wB97M-V def2-TZVPD RIJCOSX def2/J DEFGRID3
* xyz 0 1
O -2.33734 -1.29853 -1.71648
C -2.09005 0.09758 -1.66460
C -1.00990 0.34912 -0.69830
C -0.09083 0.19464 0.07022
C 0.93968 -0.28796 0.96645
C 2.27260 0.34647 1.10526
N 1.32117 0.38319 2.20789
H -1.54239 -1.73302 -1.38411
H -1.80912 0.47925 -2.65665
H -3.02562 0.58605 -1.37087
H 0.88963 -1.37062 1.06626
H 2.47082 1.25798 0.54895
H 3.13293 -0.30013 1.25710
H 0.87842 1.29598 2.26888
*
```

Atom charges from the Mulliken analysis, given in e for atoms 1 to 5: -0.495, -0.401, 0.052, 0.026, -0.117

=====

3.
The following is a quantum chemistry calculation of an isolated molecule of C5H7NO at a distorted geometry, from the OMol25 dataset.

Calculated values
Electronic energy in hartree: -324.7054
SMILES string: CC(=O)[C@@H](C)C#N
HOMO level in eV: -10.296
Energy above the lowest of the compared OMol25 structures with the same formula, charge and spin in kcal/mol: 12.0
Gap between HOMO and LUMO in hartree: 0.401

```
! wB97M-V def2-TZVPD RIJCOSX def2/J DEFGRID3
* xyz 0 1
C 0.38688 1.86907 0.30237
C 0.36340 0.48337 -0.34663
C 1.60903 -0.25144 -0.09385
N 2.59313 -0.82568 0.10683
C -0.88785 -0.32364 0.07297
O -1.85638 0.26986 0.48431
C -0.88958 -1.82596 -0.09505
H 0.50140 1.78094 1.38579
H 1.21352 2.46489 -0.09113
H -0.55737 2.37657 0.10185
H 0.28377 0.59227 -1.43904
H -1.62226 -2.09472 -0.86260
H -1.22186 -2.28101 0.84286
H 0.08418 -2.23451 -0.36868
*
```

Atom charges from the Mulliken analysis, given in e for atoms 1 to 5: -1.369, 0.589, 0.094, -0.439, 0.502

=====

4.
The following is a quantum chemistry calculation of a 2-piece molecular cluster, C5H7NO overall at a distorted geometry, from the OMol25 dataset.

Calculated values
Electronic energy in hartree: -324.6394
SMILES string: N#CC=O.C=CC
HOMO level in eV: -10.080
Energy above the lowest of the compared OMol25 structures with the same formula, charge and spin in kcal/mol: 53.4
Gap between HOMO and LUMO in hartree: 0.354

```
! wB97M-V def2-TZVPD RIJCOSX def2/J DEFGRID3
* xyz 0 1
C 0.56768 0.55530 -0.83325
C -0.75629 0.56680 -0.91632
C 1.35434 1.29729 0.18412
C -1.35917 -1.67523 0.42078
C -0.17489 -1.41003 1.20021
O -2.48321 -1.41408 0.75265
N 0.77795 -1.26750 1.82198
H 1.14770 -0.04410 -1.52471
H -1.11830 -2.23869 -0.50269
H -1.28786 0.04552 -1.69493
H -1.35708 1.16621 -0.25137
H 1.78017 0.58826 0.89926
H 2.17945 1.83008 -0.28472
H 0.72952 2.00018 0.72900
*
```

Atom charges from the Mulliken analysis, given in e for atoms 1 to 5: 0.189, -1.055, -1.020, 0.081, 0.390